Density functional theory data (the ωB97M-V functional and the def2-TZVPD basis) for a structure of composition C37H35IrN10O.

Atoms and positions in Å:
Ir  -0.233  0.525  -0.014
N  -0.295  -2.789  2.792
C  -0.091  -2.066  1.703
N  -0.395  -0.799  1.587
C  -1.032  -0.159  2.676
N  -1.438  1.063  2.583
N  -1.194  1.573  1.333
C  -1.417  2.821  1.093
C  -1.158  3.235  -0.275
C  -1.528  4.470  -0.774
C  -1.387  4.721  -2.130
C  -0.911  3.712  -2.949
C  -0.539  2.505  -2.380
N  -0.610  2.272  -1.072
C  -1.228  -0.901  3.907
C  -1.794  -0.317  5.047
C  -1.971  -1.071  6.184
C  -1.591  -2.416  6.207
C  -1.031  -3.010  5.095
C  -0.854  -2.241  3.951
H  -0.028  -3.763  2.787
H  0.355  -2.569  0.860
H  -1.805  3.478  1.862
H  -1.943  5.213  -0.106
H  -1.670  5.680  -2.542
H  -0.823  3.846  -4.018
H  -0.181  1.688  -2.989
H  -2.082  0.724  5.014
H  -2.406  -0.623  7.067
H  -1.735  -3.000  7.106
H  -0.733  -4.051  5.109
C  2.876  -1.528  0.701
C  3.369  -0.305  0.005
C  4.653  0.202  0.354
C  5.118  1.370  -0.124
C  4.258  2.207  -1.005
C  3.120  1.456  -1.655
C  2.615  2.060  -2.920
C  2.625  0.356  -1.002
N  1.296  -0.148  -1.296
C  1.031  -0.837  -2.344
C  2.024  -1.252  -3.375
C  -0.391  -1.305  -2.435
C  -0.790  -2.193  -3.566
N  -1.155  -0.926  -1.478
C  -2.445  -1.527  -1.282
C  -2.516  -2.890  -0.969
C  -1.332  -3.825  -0.941
C  -3.769  -3.436  -0.699
C  -4.915  -2.669  -0.766
C  -4.824  -1.329  -1.109
C  -3.597  -0.733  -1.361
C  -3.538  0.717  -1.742
H  3.714  -2.145  1.022
H  2.238  -2.138  0.059
H  2.317  -1.246  1.599
H  5.263  -0.384  1.030
H  6.093  1.747  0.153
H  4.839  2.732  -1.763
H  2.249  3.077  -2.757
H  1.837  1.474  -3.400
H  3.445  2.136  -3.628
H  3.026  -0.917  -3.123
H  1.751  -0.851  -4.354
H  2.027  -2.340  -3.474
H  -0.517  -1.723  -4.513
H  -1.859  -2.387  -3.559
H  -0.259  -3.146  -3.522
H  -0.368  -3.320  -1.008
H  -1.381  -4.528  -1.775
H  -1.343  -4.425  -0.030
H  -3.838  -4.488  -0.450
H  -5.880  -3.114  -0.566
H  -5.722  -0.729  -1.184
H  -4.543  1.120  -1.849
H  -3.016  0.867  -2.691
H  -3.019  1.299  -0.981
O  1.931  1.342  2.132
N  2.317  2.310  2.783
C  3.264  3.222  2.285
C  3.976  4.044  3.204
N  4.550  4.706  3.945
C  3.415  3.300  0.955
N  3.530  3.289  -0.241

Summary:
Frontier orbital gap (alpha / beta) (hartree): 0.2153 / 0.2607
Charge: +2
Molecular weight (g mol⁻¹): 828.0
Highest occupied orbital energy (alpha / beta) (eV): -12.1785 / -13.6631
Spin multiplicity: 5
Relative energy (zero: lowest compared OMol25 entry of this formula, charge and spin) (kJ/mol): 0.0